P.
ORCA calculation (ωB97M-V/def2-TZVPD) on C5H12N4 in the gas phase.

Structure (XYZ):
```
21
Properties=species:S:1:pos:R:3
H -0.017 -1.429 2.741
H 2.217 -2.412 0.954
H -3.128 1.517 -0.890
H 2.569 -0.144 -0.640
H -2.375 1.416 -2.424
C -2.175 1.526 -1.391
H -0.854 -0.018 -2.950
C -1.215 0.453 -0.936
H 2.635 -1.145 2.013
N -0.993 0.409 0.436
N 1.855 -1.686 1.629
H -0.099 -1.235 -1.680
H 2.630 0.687 1.059
H -1.845 0.470 0.953
H 1.234 1.083 -0.290
H -1.861 2.570 -1.139
C 1.903 0.290 0.148
N 1.142 -0.766 0.780
C -0.647 -0.279 -1.848
C -0.193 -0.450 1.201
N -0.783 -0.855 2.274
```

- spin multiplicity = 1
- structure (SMILES) = [H]/N=C(/NC(=C)C)N(C)N
- net charge = 0
- orbital gap (eV) = 9.234

Atomic partial charges in e from the Löwdin method, atoms 1 to 8: 0.048 0.113 0.071 0.082 0.055 -0.050 0.089 -0.444

Q.
ORCA calculation (ωB97M-V/def2-TZVPD) on C5H12N4 as an isolated structure.

Structure (XYZ):
```
21
Properties=species:S:1:pos:R:3
N 0.481 0.387 1.313
H -1.625 -0.263 1.628
H 1.286 -2.685 1.247
H -0.053 2.615 -0.734
H -2.754 -0.136 -1.778
N 0.551 1.807 -0.644
N -2.101 -0.299 0.723
H -2.341 1.553 -1.544
H -3.077 -0.035 0.667
C -1.265 0.222 -0.250
H 2.887 0.191 -0.189
H -1.205 0.490 -2.391
H 0.420 -1.689 2.466
C 1.223 -0.624 0.889
C 2.285 -0.721 -0.182
H 1.826 -0.879 -1.162
H 1.429 2.104 -0.228
C -1.922 0.543 -1.566
H 2.965 -1.559 0.001
N 1.012 -1.796 1.650
C -0.023 0.774 0.084
```

- spin multiplicity = 1
- net charge = 0
- orbital gap (eV) = 7.203

Atomic partial charges in e from the Löwdin method, atoms 1 to 8: 0.056 0.065 0.093 0.082 0.070 0.100 0.067 0.071

Looking at the structures above, Q is most stable, and the difference to the next one is 26.1 kJ/mol.